<A>
ORCA calculation (ωB97M-V/def2-TZVPD) on a structure of composition C40H51BrF4O2P2PdS.

Each line ends with the Löwdin charge.
Geometry (Å):
Pd (0.1540, 1.4785, -0.5378)  0.052
F (6.3883, 3.9115, -2.7258)  0.138
C (5.3024, 3.7286, -1.9856)  -0.141
C (5.2945, 4.0964, -0.6551)  -0.139
F (6.3702, 4.6593, -0.1133)  0.132
C (4.1556, 3.8900, 0.1029)  -0.211
F (4.2028, 4.3507, 1.3534)  0.106
C (3.0037, 3.2879, -0.3953)  -0.277
P (1.5739, 2.7926, 0.7119)  1.010
C (1.0547, 4.4274, 1.3300)  -0.374
C (0.3893, 4.5218, 2.5534)  -0.112
C (-0.1423, 5.7313, 2.9723)  -0.086
C (-0.0408, 6.8559, 2.1650)  -0.092
C (0.5910, 6.7628, 0.9336)  -0.081
C (1.1362, 5.5571, 0.5187)  -0.097
C (2.4331, 2.0003, 2.1216)  -0.341
C (2.5011, 0.6097, 2.0304)  -0.098
C (3.1620, -0.1279, 3.0013)  -0.078
C (3.7398, 0.5144, 4.0854)  -0.088
C (3.6320, 1.8935, 4.2081)  -0.081
C (2.9780, 2.6352, 3.2374)  -0.099
C (3.0174, 2.9949, -1.7666)  -0.553
Br (1.4885, 2.4037, -2.7165)  0.894
C (4.1500, 3.2058, -2.5396)  -0.272
F (4.1522, 2.9176, -3.8415)  0.071
H (0.2710, 3.6365, 3.1660)  0.111
H (-0.6391, 5.7967, 3.9324)  0.103
H (-0.4570, 7.7992, 2.4943)  0.100
H (0.6578, 7.6335, 0.2931)  0.104
H (1.6216, 5.4911, -0.4492)  0.108
H (1.9944, 0.1177, 1.2062)  0.056
H (3.2132, -1.2070, 2.9231)  0.097
H (4.2596, -0.0554, 4.8453)  0.101
H (4.0666, 2.3984, 5.0621)  0.103
H (2.8955, 3.7055, 3.3530)  0.098
O (-2.0138, 1.5802, -1.8187)  -0.567
S (-2.3063, 2.0495, -0.4264)  0.849
C (-4.1287, 2.4508, -0.4920)  -0.298
C (-4.3156, 3.9598, -0.3996)  -0.242
C (-3.0595, 4.5809, -1.0033)  -0.233
C (-1.8988, 3.8337, -0.3699)  -0.338
H (-4.6545, 1.8979, 0.2859)  0.077
H (-4.4080, 2.0609, -1.4715)  0.086
H (-4.4068, 4.2700, 0.6443)  0.110
H (-5.2194, 4.2781, -0.9223)  0.110
H (-2.9980, 5.6518, -0.8024)  0.113
H (-3.0445, 4.4326, -2.0854)  0.116
H (-1.7749, 4.0882, 0.6853)  0.088
H (-0.9559, 3.9502, -0.8964)  0.058
O (-0.1966, -0.7505, 0.6702)  -0.385
P (-0.8347, -1.9856, 0.1214)  0.815
C (-1.3072, -1.7100, -1.6363)  -0.326
C (-0.1344, -1.0237, -2.3469)  -0.223
C (-0.5212, -0.7382, -3.7932)  -0.181
C (-0.8058, -2.0402, -4.5750)  -0.179
C (-1.0103, -3.2433, -3.6467)  -0.202
C (-1.8964, -2.8820, -2.4562)  -0.183
C (0.3665, -3.3747, 0.3917)  -0.313
C (1.8020, -2.9127, 0.0306)  -0.179
C (2.3558, -3.6569, -1.1814)  -0.199
C (2.4457, -5.1643, -0.9098)  -0.186
C (1.2423, -5.6668, -0.0883)  -0.181
C (0.0425, -4.7317, -0.2407)  -0.197
C (-2.4443, -2.1735, 1.0302)  -0.331
C (-3.6292, -2.9219, 0.4131)  -0.183
C (-3.6092, -4.4259, 0.6661)  -0.198
C (-3.4788, -4.7177, 2.1594)  -0.198
C (-2.2197, -4.0681, 2.7313)  -0.197
C (-2.2191, -2.5567, 2.4991)  -0.190
H (-2.0696, -0.9315, -1.5125)  0.105
H (0.7746, -1.6275, -2.3052)  0.102
H (0.0681, -0.0763, -1.8156)  0.018
H (0.2721, -0.1697, -4.2829)  0.094
H (-1.4066, -0.0993, -3.7765)  0.106
H (0.0154, -2.2596, -5.2606)  0.105
H (-1.7001, -1.9118, -5.1897)  0.106
H (-0.0415, -3.6040, -3.2911)  0.087
H (-1.4613, -4.0665, -4.2054)  0.113
H (-2.0517, -3.7653, -1.8329)  0.082
H (-2.8767, -2.5895, -2.8421)  0.118
H (0.3207, -3.4706, 1.4823)  0.106
H (2.4647, -3.1086, 0.8783)  0.117
H (1.8203, -1.8339, -0.1326)  0.085
H (3.3416, -3.2647, -1.4368)  0.116
H (1.7159, -3.4808, -2.0482)  0.080
H (3.3703, -5.3859, -0.3722)  0.106
H (2.4975, -5.6981, -1.8613)  0.106
H (1.5062, -5.7203, 0.9718)  0.114
H (0.9679, -6.6765, -0.3986)  0.108
H (-0.8304, -5.1734, 0.2391)  0.085
H (-0.1869, -4.6143, -1.3018)  0.095
H (-2.6895, -1.1037, 1.0073)  0.110
H (-3.6983, -2.7150, -0.6557)  0.089
H (-4.5380, -2.5166, 0.8721)  0.121
H (-2.7774, -4.8860, 0.1273)  0.084
H (-4.5266, -4.8724, 0.2753)  0.113
H (-3.4569, -5.7959, 2.3343)  0.109
H (-4.3574, -4.3213, 2.6793)  0.114
H (-1.3397, -4.5226, 2.2670)  0.088
H (-2.1526, -4.2655, 3.8037)  0.112
H (-1.2834, -2.1110, 2.8469)  0.107
H (-3.0250, -2.1174, 3.0961)  0.119

## Properties
total charge: 0
Kohn-Sham gap: 6.65 eV
E_HOMO: -6.18 eV

<B>
ORCA calculation (ωB97M-V/def2-TZVPD) on a structure of composition C40H51BrF4O2P2PdS.

Each line ends with the Löwdin charge.
Geometry (Å):
Pd (0.0244, -1.2273, 0.2945)  0.044
F (3.9376, -2.5319, 5.8016)  0.138
C (3.4982, -2.5653, 4.5497)  -0.142
C (4.3692, -2.7995, 3.5062)  -0.138
F (5.6609, -3.0060, 3.7458)  0.132
C (3.8895, -2.8187, 2.2081)  -0.215
F (4.7963, -3.0891, 1.2686)  0.099
C (2.5579, -2.5821, 1.8756)  -0.266
P (1.9882, -2.4256, 0.0897)  1.040
C (2.5403, -4.0334, -0.5774)  -0.356
C (2.7836, -4.1154, -1.9482)  -0.102
C (3.2052, -5.3055, -2.5181)  -0.081
C (3.3728, -6.4327, -1.7264)  -0.089
C (3.0834, -6.3708, -0.3722)  -0.078
C (2.6589, -5.1809, 0.1993)  -0.081
C (3.2525, -1.2731, -0.6367)  -0.330
C (4.5489, -1.6075, -1.0308)  -0.095
C (5.3921, -0.6514, -1.5774)  -0.077
C (4.9539, 0.6511, -1.7648)  -0.088
C (3.6537, 0.9877, -1.4230)  -0.092
C (2.8141, 0.0309, -0.8718)  -0.128
C (1.6894, -2.3965, 2.9615)  -0.543
Br (-0.1933, -2.2377, 2.8047)  0.889
C (2.1588, -2.3818, 4.2682)  -0.274
F (1.3251, -2.1907, 5.2924)  0.067
H (2.6443, -3.2385, -2.5698)  0.110
H (3.4037, -5.3544, -3.5814)  0.102
H (3.7189, -7.3593, -2.1665)  0.100
H (3.1922, -7.2540, 0.2447)  0.103
H (2.4143, -5.1513, 1.2542)  0.110
H (4.9076, -2.6211, -0.9407)  0.099
H (6.3993, -0.9301, -1.8620)  0.104
H (5.6180, 1.3933, -2.1903)  0.101
H (3.2936, 1.9951, -1.6015)  0.097
H (1.7834, 0.2743, -0.6255)  0.047
O (-0.9637, -3.9864, -0.3107)  -0.569
S (-1.8677, -2.8072, -0.2511)  0.767
C (-3.5725, -3.5372, -0.4243)  -0.291
C (-4.1369, -3.1630, -1.7908)  -0.241
C (-2.9324, -3.0094, -2.7134)  -0.241
C (-1.9675, -2.1205, -1.9507)  -0.330
H (-4.1726, -3.1770, 0.4113)  0.074
H (-3.4075, -4.6091, -0.3193)  0.088
H (-4.6751, -2.2131, -1.7284)  0.101
H (-4.8302, -3.9230, -2.1553)  0.109
H (-3.2045, -2.5928, -3.6849)  0.111
H (-2.4691, -3.9861, -2.8761)  0.115
H (-2.3410, -1.0983, -1.8473)  0.067
H (-0.9492, -2.1167, -2.3334)  0.080
O (-1.6796, 0.4402, 0.0821)  -0.400
P (-1.5231, 1.8850, 0.4328)  0.840
C (-0.5058, 2.7715, -0.8410)  -0.315
C (-0.3702, 1.9496, -2.1467)  -0.175
C (-0.9726, 2.6787, -3.3460)  -0.197
C (-0.3196, 4.0520, -3.5547)  -0.185
C (-0.0930, 4.7990, -2.2218)  -0.180
C (-0.9639, 4.2076, -1.1141)  -0.209
C (-3.1647, 2.7225, 0.5361)  -0.336
C (-3.9856, 2.3935, -0.7414)  -0.180
C (-5.1968, 1.4943, -0.4506)  -0.190
C (-4.7971, 0.3512, 0.4793)  -0.196
C (-4.3601, 0.8825, 1.8588)  -0.178
C (-3.9508, 2.3617, 1.8030)  -0.193
C (-0.7377, 2.0403, 2.0942)  -0.333
C (0.5575, 1.2167, 2.1803)  -0.212
C (1.8416, 1.9946, 1.8984)  -0.198
C (1.8974, 3.2996, 2.6868)  -0.192
C (0.6848, 4.1626, 2.3456)  -0.196
C (-0.6164, 3.4443, 2.7015)  -0.179
H (0.4806, 2.8335, -0.3745)  0.088
H (-0.8379, 0.9711, -2.0255)  0.083
H (0.6862, 1.7608, -2.3527)  0.106
H (-2.0502, 2.7949, -3.2020)  0.099
H (-0.8393, 2.0749, -4.2451)  0.113
H (-0.9526, 4.6499, -4.2138)  0.105
H (0.6366, 3.9236, -4.0663)  0.106
H (-0.3074, 5.8623, -2.3390)  0.107
H (0.9551, 4.7168, -1.9198)  0.111
H (-2.0086, 4.2279, -1.4341)  0.103
H (-0.8879, 4.8086, -0.2037)  0.104
H (-2.9513, 3.7945, 0.5634)  0.102
H (-3.3486, 1.8776, -1.4670)  0.093
H (-4.3259, 3.3184, -1.2130)  0.113
H (-5.5792, 1.0971, -1.3930)  0.110
H (-6.0043, 2.0786, -0.0011)  0.111
H (-3.9604, -0.1778, 0.0225)  0.078
H (-5.6182, -0.3604, 0.5908)  0.109
H (-3.5283, 0.2744, 2.2230)  0.099
H (-5.1727, 0.7767, 2.5806)  0.109
H (-3.3896, 2.6361, 2.6984)  0.099
H (-4.8516, 2.9809, 1.8022)  0.117
H (-1.4869, 1.4878, 2.6749)  0.109
H (0.4774, 0.3677, 1.4668)  0.017
H (0.6247, 0.7920, 3.1863)  0.109
H (1.9225, 2.2268, 0.8341)  0.083
H (2.6974, 1.3603, 2.1422)  0.116
H (2.8182, 3.8388, 2.4531)  0.111
H (1.9049, 3.0865, 3.7610)  0.117
H (0.7031, 4.4014, 1.2767)  0.094
H (0.7307, 5.1083, 2.8900)  0.112
H (-1.4698, 4.0625, 2.4059)  0.099
H (-0.6583, 3.3386, 3.7900)  0.122

## Properties
total charge: 0
Kohn-Sham gap: 6.88 eV
E_HOMO: -6.42 eV

Which of them is most stable, and which least? Most stable: <B>; least stable: <A>.

<A>
ORCA calculation (ωB97M-V/def2-TZVPD) on a structure of composition C19H19BrCuN2OP.

Each line ends with the natural charge from an NBO analysis.
Geometry (Å):
Cu (0.3568, -1.1827, -0.3375)  0.820
Br (5.0805, 2.8292, -4.5077)  0.026
C (4.0508, 1.5503, -3.5628)  -0.190
C (4.1457, 0.1885, -3.9114)  -0.188
C (3.4183, -0.7485, -3.2404)  -0.284
C (2.5094, -0.4174, -2.1796)  0.445
O (1.8579, -1.3603, -1.6239)  -0.786
C (2.4334, 0.9813, -1.8497)  -0.291
C (1.6626, 1.5108, -0.7592)  0.206
N (0.8000, 0.8490, -0.0775)  -0.605
C (0.1966, 1.3726, 1.0713)  0.134
C (-0.1658, 2.6760, 1.2661)  -0.241
C (-0.7767, 3.0858, 2.4751)  -0.190
C (-1.0270, 2.1925, 3.4720)  -0.202
C (-0.6852, 0.8255, 3.2956)  -0.099
C (-0.9248, -0.1613, 4.2824)  -0.134
C (-0.5704, -1.4516, 4.0436)  -0.265
C (0.0181, -1.7746, 2.7986)  0.067
N (0.2514, -0.8992, 1.8553)  -0.494
C (-0.0844, 0.4096, 2.0963)  0.196
C (3.2284, 1.9243, -2.5464)  -0.108
H (4.8091, -0.1097, -4.7136)  0.221
H (3.4940, -1.7983, -3.4942)  0.220
H (1.8872, 2.5488, -0.4849)  0.155
H (0.0025, 3.3990, 0.4773)  0.220
H (-1.0481, 4.1259, 2.6010)  0.219
H (-1.4914, 2.5069, 4.3985)  0.215
H (-1.3864, 0.1259, 5.2203)  0.219
H (-0.7361, -2.2306, 4.7752)  0.226
H (0.2964, -2.8003, 2.5808)  0.201
H (3.1694, 2.9677, -2.2569)  0.204
C (-2.7344, -0.0014, -0.9648)  -0.943
P (-1.8240, -1.5681, -0.7397)  0.803
C (-2.3594, -2.5283, -2.1925)  -0.941
C (-2.7957, -2.3415, 0.5988)  -0.944
H (-3.7964, -0.1736, -1.1549)  0.221
H (-2.3049, 0.5504, -1.8015)  0.244
H (-2.6266, 0.6127, -0.0685)  0.240
H (-3.4480, -2.5757, -2.2650)  0.219
H (-1.9579, -3.5402, -2.1365)  0.242
H (-1.9594, -2.0653, -3.0950)  0.246
H (-3.8588, -2.3842, 0.3519)  0.223
H (-2.6700, -1.7656, 1.5179)  0.236
H (-2.4363, -3.3544, 0.7860)  0.238

## Properties
total charge: 0
Kohn-Sham gap: 6.54 eV
E_HOMO: -6.87 eV

<B>
ORCA calculation (ωB97M-V/def2-TZVPD) on a structure of composition C19H19BrCuN2OP.

Each line ends with the natural charge from an NBO analysis.
Geometry (Å):
Cu (0.0919, 0.8911, -0.4492)  0.788
Br (-6.5346, -1.0405, -3.2994)  0.025
C (-4.9247, -0.2362, -2.6964)  -0.165
C (-4.6087, 1.0734, -3.0994)  -0.189
C (-3.4641, 1.6710, -2.6591)  -0.285
C (-2.5264, 1.0109, -1.7991)  0.427
O (-1.4874, 1.6452, -1.4190)  -0.800
C (-2.8718, -0.3280, -1.4188)  -0.206
C (-2.1055, -1.1157, -0.5011)  0.175
N (-0.9249, -0.8466, -0.0651)  -0.598
C (-0.3655, -1.6396, 0.9477)  0.140
C (-0.3780, -3.0076, 0.9675)  -0.248
C (0.2158, -3.7182, 2.0367)  -0.189
C (0.8181, -3.0595, 3.0665)  -0.199
C (0.8631, -1.6415, 3.0683)  -0.106
C (1.4757, -0.8882, 4.0971)  -0.134
C (1.4772, 0.4726, 4.0259)  -0.266
C (0.8697, 1.0924, 2.9112)  0.063
N (0.2956, 0.4353, 1.9380)  -0.468
C (0.2798, -0.9267, 2.0072)  0.203
C (-4.0806, -0.9095, -1.8658)  -0.177
H (-5.2848, 1.6081, -3.7543)  0.222
H (-3.2200, 2.6836, -2.9532)  0.219
H (-2.6121, -2.0057, -0.1112)  0.162
H (-0.8314, -3.5471, 0.1456)  0.222
H (0.1910, -4.8000, 2.0274)  0.218
H (1.2715, -3.6038, 3.8854)  0.214
H (1.9352, -1.4037, 4.9323)  0.218
H (1.9332, 1.0769, 4.7978)  0.224
H (0.8629, 2.1748, 2.8297)  0.196
H (-4.3310, -1.9117, -1.5379)  0.212
C (3.0087, 0.1037, -1.8876)  -0.939
P (2.1120, 1.4207, -0.9935)  0.810
C (2.3315, 2.8420, -2.1145)  -0.941
C (3.2977, 1.8243, 0.3365)  -0.941
H (4.0181, 0.4168, -2.1630)  0.220
H (2.4550, -0.1535, -2.7908)  0.243
H (3.0652, -0.7869, -1.2616)  0.240
H (3.3814, 2.9820, -2.3791)  0.219
H (1.9546, 3.7462, -1.6369)  0.242
H (1.7462, 2.6778, -3.0192)  0.247
H (4.2915, 2.0270, -0.0675)  0.224
H (3.3576, 0.9920, 1.0389)  0.239
H (2.9511, 2.7022, 0.8829)  0.236

## Properties
total charge: 0
Kohn-Sham gap: 6.80 eV
E_HOMO: -7.00 eV

Which of them is most stable, and which least? Most stable: <B>; least stable: <A>.

<A>
ORCA calculation (ωB97M-V/def2-TZVPD) on an isolated molecule of C3H7N.

Each line ends with the natural charge from an NBO analysis.
Geometry (Å):
C (1.3216, 0.0298, 0.0998)  -0.627
C (-0.0451, -0.0790, -0.4988)  -0.097
C (-1.2636, -0.5481, 0.1250)  -0.272
N (-1.0347, 0.9158, -0.1720)  -0.592
H (1.4104, -0.0298, 1.2263)  0.219
H (2.0543, -0.8071, -0.5133)  0.217
H (1.6926, 1.0731, -0.2299)  0.223
H (-0.0745, -0.2935, -1.6088)  0.195
H (-1.0865, -0.6928, 1.2070)  0.183
H (-2.1321, -0.9390, -0.3483)  0.212
H (-0.8424, 1.3706, 0.7131)  0.338

## Properties
total charge: 0
SMILES string: C[C@H]1CN1
Kohn-Sham gap: 10.64 eV
E_HOMO: -9.46 eV

<B>
ORCA calculation (ωB97M-V/def2-TZVPD) on a structure of composition C3H7N.

Each line ends with the Löwdin charge.
Geometry (Å):
C (-0.1040, 1.2691, 0.7307)  -0.055
C (0.0933, -0.0740, 0.0528)  -0.487
C (-0.1436, -0.3313, -1.4293)  -0.052
N (0.3725, -1.1293, 0.8331)  -0.002
H (-0.1742, 1.0276, 1.7893)  0.073
H (-0.9732, 1.8189, 0.3710)  0.074
H (0.7885, 1.8946, 0.5988)  0.087
H (-0.3347, -1.3987, -1.4646)  0.072
H (-0.7576, -0.9943, 0.7545)  0.130
H (-0.9858, 0.2416, -1.8318)  0.076
H (0.7499, -0.0635, -1.9968)  0.084

## Properties
total charge: 0
Kohn-Sham gap: 8.47 eV
E_HOMO: -7.73 eV

Which of them is most stable, and which least? Most stable: <A>; least stable: <B>.